Molecular formula: C2H7I2N2O
Method: DFT, ωB97M-V/def2-TZVPD

The geometry in ORCA input format:
```
! RIJCOSX wB97M-V def2-TZVPD def2/J DEFGRID3
* xyz 1 1
C -0.64560 -0.79401 -1.08107
C 0.09973 0.23578 -0.27032
N 1.45039 -0.02243 -0.24185
N -0.50469 0.22206 1.47616
O -0.18562 1.53909 -0.48308
I 2.81110 1.54811 -0.01724
I 2.14443 -1.88879 0.04618
H -1.69542 -0.44340 -1.26436
H -0.05459 -1.09584 -2.04622
H -0.82541 -1.58330 -0.39761
H 0.14039 -0.35298 2.02061
H -0.43884 1.19192 1.70786
H -1.40114 -0.25881 1.74379
H -0.89472 1.70262 -1.19285
*
```

Results
* energy relative to the best compared isomer or geometry (same formula, charge and spin): 132.6 kJ/mol
* E: -860.2249 hartree
* HOMO energy: -12.883 eV


Molecular formula: C2H7IN2
Method: DFT, ωB97M-V/def2-TZVPD

The geometry in ORCA input format:
```
! RIJCOSX wB97M-V def2-TZVPD def2/J DEFGRID3
* xyz 0 1
C -1.55278 0.25445 0.88226
C 1.71871 -0.83809 -1.10562
N -0.25544 0.08554 1.48739
N 0.52404 -0.98090 1.35825
I -0.37821 -2.77497 1.19599
H -1.52644 0.04123 -0.19294
H -2.26011 -0.43194 1.35388
H -1.88888 1.27577 1.04358
H 0.83257 -0.72984 -1.69517
H 2.31856 0.02082 -0.90256
H 2.13569 -1.80917 -0.97325
H 0.31360 0.92097 1.55393
*
```

Results
* energy relative to the best compared isomer or geometry (same formula, charge and spin): 307.0 kJ/mol
* E: -487.4314 hartree
* HOMO energy (alpha / beta): -7.483 / -8.243 eV


Molecular formula: C2H7IN2
Method: DFT, ωB97M-V/def2-TZVPD

The geometry in ORCA input format:
```
! RIJCOSX wB97M-V def2-TZVPD def2/J DEFGRID3
* xyz 0 1
C -0.60668 -0.65133 -1.28913
C 0.41395 -0.61990 -0.13165
N -0.28518 1.18547 1.58387
N 0.70477 0.77981 0.21539
I 2.44663 1.10155 1.32689
H -0.79929 -1.70334 -1.38332
H -1.49084 -0.00871 -1.13478
H -0.28847 -0.33606 -2.30715
H 0.05716 -1.09033 0.75952
H 1.40028 -0.98554 -0.45697
H -0.74297 1.97399 1.22193
H -0.80936 0.35438 1.59539
*
```

Results
* energy relative to the best compared isomer or geometry (same formula, charge and spin): 153.5 kJ/mol
* E: -487.4899 hartree
* HOMO energy: -8.915 eV


Molecular formula: C2H7INO
Method: DFT, ωB97M-V/def2-TZVPD

The geometry in ORCA input format:
```
! RIJCOSX wB97M-V def2-TZVPD def2/J DEFGRID3
* xyz 1 1
C 0.00996 0.96180 -0.72582
C 0.68501 -0.25397 -0.28121
N 0.22048 -0.65567 1.16371
O 0.37040 -1.49148 -0.83222
I 2.82242 0.03713 0.01275
H 0.35301 1.23643 -1.81988
H -1.01398 0.68890 -0.89758
H 0.10472 1.91050 -0.21652
H 0.23222 0.11212 1.79293
H -0.80098 -0.90325 1.26666
H 0.67023 -1.65353 1.46380
H 0.50847 -1.48167 -1.83444
*
```

Results
* energy relative to the best compared isomer or geometry (same formula, charge and spin): 85.9 kJ/mol
* SMILES string: C[C@@]([NH3+])(O)I
* E: -507.8006 hartree
* HOMO energy: -14.052 eV